{
  "formula": "C2H7N4",
  "method": "the ωB97M-V functional and the def2-TZVPD basis",
  "species": ["C", "C", "N", "N", "N", "N", "H", "H", "H", "H", "H", "H", "H"],
  "positions_angstrom": [[0.9612, -1.0958, 0.1388], [1.3725, 0.4023, -0.0921], [-0.4392, -1.1617, -0.0088], [0.2745, 1.2115, 0.2650], [-1.0179, -0.1109, 0.0129], [-2.2546, 0.2141, -0.0309], [1.4489, -1.7650, -0.5711], [1.1989, -1.4409, 1.1504], [2.1970, 0.6162, 0.5950], [1.7112, 0.5299, -1.1286], [0.0295, 1.9160, -0.4262], [-2.9743, -0.5034, 0.0093], [-2.5075, 1.1877, 0.0863]],
  "relative_energy_kcal_mol": 114.8,
  "energy_ev": -8137.2673,
  "total_charge": 1,
  "orbital_gap_ev": 10.114,
  "multiplicity": 1,
  "fmax_ha_per_bohr": 0.088,
  "homo_ev": -15.17
}